Record 1
# C22H48Ba2F8O18S5

A structure of composition C22H48Ba2F8O18S5 in a non-equilibrium geometry (ωB97M-V/def2-TZVPD, the OMol25 dataset).

Element x y z (Å)
Ba: 4.37882 -5.47520 -4.27442
Ba: -2.09838 -5.50144 -6.32327
O: -0.03334 -2.79442 -2.54552
C: -0.62898 -2.59474 -1.28861
C: -2.15787 -2.67719 -1.20397
O: -2.86394 -3.81306 -1.68222
H: -0.33112 -1.61479 -0.91567
H: -0.02244 -3.15417 -0.57640
H: -2.55733 -1.85302 -1.79498
H: -2.41651 -2.37104 -0.19032
O: -6.25469 -6.92377 4.11272
S: -6.07346 -6.24543 5.41409
O: -7.05401 -6.53775 6.44638
O: -4.52300 -6.30431 6.02258
C: -4.28041 -7.12561 7.16320
C: -3.31459 -8.11558 6.65991
C: -6.06713 -4.42630 5.02380
H: -5.17300 -7.69961 7.41202
H: -3.96333 -6.59990 8.06386
H: -3.52611 -8.53955 5.67828
H: -3.07104 -8.86930 7.40870
H: -2.35872 -7.65769 6.40546
H: -7.08857 -4.16395 4.74826
H: -5.39138 -4.39544 4.16910
H: -5.67425 -4.01741 5.95469
O: -0.32778 5.28574 7.06152
S: -1.33331 6.10091 6.38823
O: -1.30085 7.55109 6.46824
O: -1.26121 5.69965 4.79851
C: -1.33145 4.36425 4.41048
C: -0.85820 4.40200 2.92046
C: -3.00113 5.36166 6.78774
H: -2.34654 4.03942 4.63892
H: -0.59771 3.79221 4.97837
H: -1.48158 5.11236 2.37743
H: -0.75903 3.50150 2.31436
H: 0.15778 4.76882 2.77442
H: -3.63766 5.67306 5.95951
H: -3.38372 5.71092 7.74677
H: -2.86382 4.28825 6.91827
O: 6.76056 -1.25518 -0.23587
S: 6.35538 0.03884 0.20252
O: 5.34392 0.09972 1.25916
O: 7.72706 0.86962 0.68089
C: 8.88563 0.64769 -0.09181
C: 10.08066 1.18479 0.64495
C: 5.86193 1.13028 -1.23973
H: 8.76907 1.16324 -1.04508
H: 8.97609 -0.42615 -0.25549
H: 9.98805 2.25468 0.83164
H: 11.00165 1.15825 0.06256
H: 10.36031 0.67537 1.56712
H: 6.59043 1.17322 -2.04938
H: 5.71856 2.11057 -0.78524
H: 4.97597 0.79255 -1.77743
O: -3.20411 -0.83980 9.36853
S: -1.76177 -1.05858 9.39625
O: -1.19298 -2.31728 9.80893
O: -1.22205 -0.66596 7.84795
C: 0.00919 -1.30565 7.32141
C: -0.25599 -2.68976 6.71133
C: -1.04877 0.31261 10.50790
H: 0.69505 -1.48365 8.14967
H: 0.42895 -0.69466 6.52229
H: 0.71363 -3.17956 6.62165
H: -0.81401 -2.67249 5.77516
H: -0.74417 -3.40975 7.36814
H: 0.00786 0.15906 10.72711
H: -1.47804 0.16158 11.49836
H: -1.44076 1.22215 10.05272
O: -7.93482 1.45334 -4.75399
S: -6.88273 2.47006 -4.97919
O: -7.11557 3.66616 -5.84238
O: -6.44435 2.91210 -3.46192
C: -5.96292 4.19494 -3.10410
C: -4.74622 4.60854 -3.76759
C: -5.23649 1.54790 -5.50982
H: -5.93272 4.15941 -2.01510
H: -6.78750 4.87655 -3.31281
H: -4.07770 3.77245 -3.97283
H: -4.21691 5.24469 -3.05819
H: -4.98788 5.13686 -4.68985
H: -5.54215 1.08186 -6.44656
H: -5.05356 0.70519 -4.84312
H: -4.46390 2.31455 -5.56848
C: 5.04482 0.27888 -10.76740
C: 4.15857 1.03285 -9.73693
C: 2.98746 0.16725 -9.24378
F: 2.21229 0.74901 -8.36893
F: 2.19217 -0.47529 -10.13941
F: 4.92051 1.66241 -8.78485
F: 3.46486 1.94579 -10.28770
O: 4.89752 0.52871 -12.18553
C: 6.01983 0.80031 -12.98957
C: 5.63191 1.08104 -14.46519
F: 4.80485 2.12807 -14.34457
F: 6.60968 1.53646 -15.22910
F: 6.61269 1.86676 -12.39685
F: 7.02381 -0.09107 -13.02240
H: 5.11009 -0.80212 -10.64375
H: 6.03823 0.55485 -10.41372
H: 3.29861 -0.66543 -8.61297
H: 5.14119 0.21994 -14.91884

The value obtained for the calculated total energy is -137717.3869 eV. The value obtained for the HOMO-LUMO gap is 2.47 eV. The value obtained for the HOMO energy is -0.3936 Eh. As for the total charge: +2. Its LUMO energy is -8.242 eV.

***

Record 2
# C10H6GaNO5S

A structure of composition C10H6GaNO5S in a non-equilibrium geometry (ωB97M-V/def2-TZVPD, the OMol25 dataset).

Element x y z (Å)
O: -0.03304 1.79658 -3.10980
C: -0.03794 1.18321 -2.12490
Ga: 0.12233 0.10846 -0.42337
C: -0.04708 0.64996 1.51778
O: -0.13782 0.86552 2.64930
C: -0.27491 -1.93112 -0.50040
O: -0.63662 -2.51274 0.51180
C: 2.36171 0.41617 -0.51474
O: 3.42637 0.68344 -0.84536
C: -2.54336 0.46453 -0.45700
O: -3.66536 0.47390 -0.64984
H: -0.13340 -2.51902 -1.45744
S: 2.46719 -1.43434 1.59539
C: 1.83822 -1.59398 3.14909
N: 0.70473 -2.35043 3.38477
C: 0.21180 -2.55854 4.64181
C: 0.82671 -1.97093 5.72936
C: 1.97356 -1.18162 5.53164
C: 2.48260 -1.01430 4.25751
H: 0.21056 -2.74146 2.57777
H: -0.67322 -3.18736 4.71403
H: 0.42645 -2.13183 6.72434
H: 2.46887 -0.71038 6.37769
H: 3.36203 -0.40971 4.04007

The value obtained for the calculated total energy is -85385.4536 eV. The value obtained for the HOMO-LUMO gap is 5.25 eV. As for the energy above the lowest of the compared OMol25 structures with the same formula, charge and spin: 0.00 kcal/mol. The value obtained for the HOMO energy is -0.5402 Eh. As for the total charge: +2. Its LUMO energy is -9.447 eV.

***

Record 3
# C2H5BO2P

The ion C2H5BO2P with charge +1 in a non-equilibrium geometry (ωB97M-V/def2-TZVPD, the OMol25 dataset).

Element x y z (Å)
C: -2.43685 1.55771 -0.43115
C: -1.34966 1.03081 0.32960
P: 0.19138 0.17160 1.15624
B: 1.27966 -0.59064 -0.27315
O: 1.71689 -2.02888 -0.28115
O: 1.62612 0.31961 -1.38472
H: -3.38292 1.53759 -1.15920
H: -0.35902 -0.96337 1.90818
H: 0.92744 1.09659 1.98787
H: 0.96138 -2.57511 0.13753
H: 0.82559 0.44409 -1.99006

The value obtained for the calculated total energy is -16203.8716 eV. The value obtained for the HOMO-LUMO gap is 9.23 eV. The value obtained for the HOMO energy is -0.5498 Eh. As for the total charge: +1. Its LUMO energy is -5.731 eV.

***

Record 4
# C4H9ClN2O

The molecule C4H9ClN2O in a non-equilibrium geometry (ωB97M-V/def2-TZVPD, the OMol25 dataset).

Element x y z (Å)
C: 2.08858 -1.20493 0.32735
C: 0.35949 1.69422 -0.31500
C: -0.80939 -0.51676 -0.18625
C: -1.98144 0.35934 0.23145
H: 1.37557 -1.93504 0.53882
H: 2.29951 -0.46573 1.15504
H: 3.04756 -1.62000 -0.02218
H: -0.11993 2.25927 0.65324
H: 1.53264 1.86603 -0.11885
H: -0.07150 2.00160 -1.33313
H: -1.55695 -2.19796 -0.63453
H: -1.84304 1.21297 -0.37601
H: -1.82840 0.67249 1.31322
N: 0.33879 0.20525 -0.06335
N: -0.74001 -1.72548 -0.47941
O: 1.59597 -0.22507 -0.57309
Cl: -3.68745 -0.38019 -0.11733

The value obtained for the calculated total energy is -21840.2340 eV. The value obtained for the HOMO-LUMO gap is 9.66 eV. As for the energy above the lowest of the compared OMol25 structures with the same formula, charge and spin: 91.92 kcal/mol. The value obtained for the HOMO energy is -0.3297 Eh. As for the total charge: 0. Its LUMO energy is 0.687 eV.

***

Record 5
# C3H5N3

The molecule C3H5N3 (ωB97M-V/def2-TZVPD, the OMol25 dataset).

Element x y z (Å)
N: 1.60005 -0.06198 -0.98122
C: 0.39215 -0.05637 -0.24787
C: -0.43951 0.93222 0.23575
C: -1.43677 0.23658 0.95199
N: -1.25294 -1.07697 0.90773
N: -0.13924 -1.22570 0.18000
H: 2.20763 0.68710 -0.66350
H: 1.44193 0.06628 -1.97577
H: -0.33828 1.99474 0.08133
H: -2.27528 0.64808 1.50360
H: 0.24026 -2.14399 0.00796

The value obtained for the calculated total energy is -7661.8991 eV. The value obtained for the HOMO-LUMO gap is 10.00 eV. As for the energy above the lowest of the compared OMol25 structures with the same formula, charge and spin: 12.83 kcal/mol. The value obtained for the HOMO energy is -0.3334 Eh. As for the total charge: 0. Its LUMO energy is 0.931 eV.